This record from the OMol25 dataset describes a 3-piece molecular cluster, C3H11NO4 overall. The level of theory is ωB97M-V/def2-TZVPD.

Last column: Löwdin charge in e.
Element x y z (Å)
O: -1.52453 -0.80092 1.39945  0.05
C: -1.22316 0.21644 0.82818  -0.19
C: -0.45400 0.24147 -0.48102  -0.34
C: -0.60415 -1.06185 -1.23691  -0.22
O: 0.11994 -0.89613 -2.45373  -0.06
N: 0.93462 0.57669 -0.15165  0.06
H: -1.46015 1.20523 1.25239  0.13
H: -0.87522 1.05663 -1.07356  0.15
H: -0.22055 -1.90953 -0.66509  0.12
H: -1.65659 -1.27519 -1.44222  0.13
H: -0.02051 -1.67865 -2.99652  0.09
H: 1.46724 0.50068 -1.00294  0.09
H: 1.31398 -0.11528 0.49633  0.07
H: 0.58744 3.95643 0.49653  0.02
H: 0.61295 2.43459 0.27499  -0.01
O: 0.01728 3.19870 0.41705  -0.08
H: 1.56067 -2.05628 2.64325  0.05
H: 0.23056 -1.74136 1.91963  0.02
O: 1.19418 -1.85167 1.77584  -0.06

- SMILES = N[C@H](C=O)CO.O.O
- ΔE to the lowest compared entry with this formula, charge and spin (kJ/mol) = 178.3
- molecular weight (g mol⁻¹) = 125.12



This record from the OMol25 dataset describes an isolated molecule of C8H12Cl2N at a distorted geometry. The level of theory is ωB97M-V/def2-TZVPD.

Last column: Löwdin charge in e.
Element x y z (Å)
C: -0.44841 -0.11197 -1.80842  -0.05
C: 0.95653 -0.08621 -1.23266  -0.53
C: 1.86396 0.82452 -2.11666  -0.04
C: 0.88581 0.44129 0.26331  -0.18
C: 0.01104 -0.36513 1.25925  -0.68
Cl: 0.93947 -0.81072 2.60873  0.67
C: 1.52896 -1.47903 -1.24753  -0.18
N: 1.97434 -2.53930 -1.32320  0.17
H: -0.87042 0.87751 -1.81031  0.09
H: -0.40565 -0.46439 -2.83902  0.09
H: -1.08360 -0.78070 -1.24021  0.08
H: 1.51548 1.85389 -2.11120  0.08
H: 2.92713 0.78528 -1.76588  0.10
H: 1.83479 0.44075 -3.16011  0.10
H: 1.93269 0.44640 0.59396  0.10
H: 0.55340 1.49246 0.20047  0.13
H: -0.28940 -1.29109 0.79749  0.06
C: -1.56535 0.22890 2.07477  -0.24
C: -2.65370 -0.02601 2.92115  -0.62
Cl: -3.95478 -1.04498 2.55721  0.62
H: -1.00100 1.07150 2.45807  0.09
H: -1.82665 0.10261 1.01499  0.08
H: -2.82465 0.43442 3.90579  0.06

- energy (Ha) = -1287.016050
- spin multiplicity = 2
- molecular weight (g mol⁻¹) = 193.10



This record from the OMol25 dataset describes an isolated molecule of CH5N3O at a distorted geometry. The level of theory is ωB97M-V/def2-TZVPD.

Last column: Löwdin charge in e.
Element x y z (Å)
C: 0.90537 0.03998 0.60282  -0.25
N: -0.11777 -1.00776 0.24240  -0.18
N: -1.32628 -0.60115 0.33177  0.05
N: -0.61467 1.47284 -0.45463  0.08
O: 0.70571 0.96502 -0.38801  -0.20
H: 0.66092 0.28440 1.72838  0.15
H: 1.93021 -0.47132 0.59416  0.14
H: 0.25296 -1.45273 -0.68465  0.17
H: -1.73762 -0.83116 -0.56110  0.05
H: -0.65884 1.60189 -1.41115  0.00

- ΔE to the lowest compared entry with this formula, charge and spin (kJ/mol) = 546.5
- molecular weight (g mol⁻¹) = 75.07



This record from the OMol25 dataset describes C15H17F3N2O5PdS2Te as an isolated structure. The level of theory is ωB97M-V/def2-TZVPD.

Last column: Löwdin charge in e.
Element x y z (Å)
Pd: -0.84004 -1.25726 -1.01396  0.77
C: 0.60803 5.48421 1.12040  -0.05
C: 0.86293 4.03091 0.82989  -0.26
C: 2.08828 3.44254 1.11665  -0.03
C: 2.31481 2.09702 0.86096  -0.04
C: 1.29998 1.33268 0.30510  -0.29
C: 0.06590 1.90211 0.00324  -0.05
C: -0.14154 3.24068 0.26984  -0.02
S: 1.62792 -0.37047 -0.02925  0.59
O: 2.96577 -0.64373 0.40786  -0.29
O: 1.33451 -0.61086 -1.46172  -0.40
N: 0.50829 -1.27480 0.68858  -0.21
C: -0.14003 -0.75793 1.83885  -0.43
C: 0.55500 -0.38194 2.98573  -0.02
C: -0.17264 0.11390 4.04860  -0.06
C: -1.55701 0.19813 3.94726  -0.07
C: -2.14902 -0.22105 2.77052  -0.13
N: -1.45654 -0.68340 1.72737  0.10
H: 1.52675 6.00195 1.39193  0.08
H: -0.09789 5.59400 1.94572  0.09
H: 0.17526 5.98579 0.25425  0.08
H: 2.88092 4.04338 1.54586  0.11
H: 3.26594 1.63798 1.08906  0.11
H: -0.73907 1.32668 -0.44101  0.09
H: -1.10209 3.68191 0.03217  0.12
H: 1.63169 -0.48272 3.02723  0.12
H: 0.33343 0.42525 4.95348  0.11
H: -2.16112 0.57609 4.75965  0.10
H: -3.22397 -0.17729 2.64079  0.11
F: -1.20041 -1.09293 -4.03649  0.10
C: -2.48358 -1.46462 -3.98346  -0.68
F: -2.52636 -2.79235 -4.14485  0.11
F: -3.13221 -0.88911 -4.98091  0.16
S: -3.25942 -1.00508 -2.36110  0.50
O: -4.64541 -0.85942 -2.66143  -0.25
O: -2.52287 0.19921 -1.94222  -0.36
O: -2.90776 -2.13344 -1.46117  -0.43
C: 1.44792 -4.25661 -0.30537  -0.41
Te: -0.04842 -3.80473 -1.72641  1.39
C: 1.32554 -3.33475 -3.26414  -0.40
H: 1.99201 -3.35213 -0.04693  -0.01
H: 2.10110 -5.00321 -0.75067  0.01
H: 0.96070 -4.66109 0.57763  0.01
H: 0.80265 -3.39283 -4.21460  0.00
H: 2.12066 -4.07542 -3.22548  0.01
H: 1.71143 -2.33526 -3.08744  -0.01

- ΔE to the lowest compared entry with this formula, charge and spin (kJ/mol) = 9.6
- spin multiplicity = 3
- molecular weight (g mol⁻¹) = 660.46



This record from the OMol25 dataset describes an isolated molecule of C5H7NO2 at a distorted geometry. The level of theory is ωB97M-V/def2-TZVPD.

Last column: Löwdin charge in e.
Element x y z (Å)
C: -1.54615 -0.56974 0.16569  -0.21
C: 0.56995 -0.56468 -0.55161  -0.24
C: 1.99729 -0.32787 -0.14059  0.01
C: 0.98240 0.47289 0.43177  -0.39
C: -1.46036 0.87633 -0.19683  -0.11
H: -2.48185 -1.14639 -0.29987  0.16
H: -1.49977 -0.56957 1.43050  0.19
H: 0.10539 -0.45221 -1.50687  0.16
H: 2.44317 -1.19285 0.45818  0.15
H: 2.67129 -0.22967 -0.80720  0.05
H: 0.75039 0.11360 1.54044  0.21
H: -2.41709 1.34377 -0.49565  0.12
N: -0.54050 1.87338 -0.16126  0.06
O: -0.40966 -1.36958 0.04826  -0.14
O: 0.83550 1.74258 0.08505  -0.01

- SMILES = C1=NO[C@@H]2C[C@H]2OC1
- ΔE to the lowest compared entry with this formula, charge and spin (kJ/mol) = 699.0
- molecular weight (g mol⁻¹) = 113.12



> Among the records above, which one has the lowest molecular weight?

CH5N3O



> Number 4 is which compound?

C15H17F3N2O5PdS2Te



> What is the formula in the fourth record?

C15H17F3N2O5PdS2Te



> Among the records above, which one has the highest molecular weight?

C15H17F3N2O5PdS2Te